1.
A cluster of 9 separate species, C38H75N3O10P in total. Source: the Open Molecules 2025 dataset; level of theory: wB97M-V/def2-TZVPD.

The geometry in XYZ format:
```
127
Properties=species:S:1:pos:R:3
C -3.94051 0.64078 3.02001
C -2.78872 0.39872 3.25172
C -1.44741 -0.13585 3.46984
C -0.42811 0.36763 2.45203
C 0.02499 1.80956 2.73812
C 0.83092 2.52904 1.60813
P 0.22731 4.29403 1.39564
N 1.40881 5.30719 1.66468
C 0.81872 1.86615 0.18518
N 2.16946 1.81410 -0.32506
C 2.40370 2.63705 -1.53374
C 3.47614 3.74848 -1.28432
C 4.45322 3.33949 -0.17786
C 5.67848 4.27178 -0.15996
N 0.25883 0.47720 0.16027
C -0.96388 0.31834 1.01118
C -1.67147 -0.98173 0.62948
C -0.95426 -2.21615 1.09157
O 0.22436 -2.28059 1.26665
O -1.75226 -3.30338 1.33055
H -4.97762 0.78543 2.86107
H -1.10383 0.16882 4.45951
H -1.47702 -1.22286 3.50652
H 0.45366 -0.26676 2.54918
H -0.82038 2.40825 3.07975
H 0.68700 1.75729 3.60226
H 1.86705 2.64744 1.89166
H -0.79556 4.56934 2.33800
H -0.33646 4.48374 0.10322
H 2.25796 4.78932 1.86288
H 0.16044 2.45869 -0.44914
H 2.50384 0.87032 -0.44775
H 1.48011 3.02363 -1.96504
H 2.83841 1.95222 -2.25687
H 2.96270 4.67494 -1.02668
H 4.07184 3.86796 -2.18680
H 3.98788 3.43574 0.80201
H 4.80259 2.32166 -0.35366
H 6.40042 3.87441 0.55371
H 6.14255 4.32811 -1.14669
H 5.37249 5.25733 0.18332
H 0.91535 -0.23057 0.50394
H -0.00083 0.27036 -0.80702
H -1.66337 1.13098 0.83145
H -1.78702 -1.00573 -0.45945
H -2.68205 -0.96846 1.03266
H -2.27073 -3.09060 2.12009
C -6.04547 -0.59023 6.48480
C -6.79977 -0.52800 5.18080
O -6.48205 0.24733 4.30599
C -7.96341 -1.46942 5.01212
H -5.23692 0.13816 6.47038
H -6.71458 -0.35788 7.31417
H -5.62207 -1.58635 6.62283
H -8.71443 -1.27419 5.77898
H -7.62136 -2.50270 5.08732
H -8.41219 -1.31840 4.03299
C 2.29446 0.77006 -6.07044
C 2.36153 0.10300 -4.72245
O 3.01359 0.56528 -3.81104
C 1.58302 -1.17279 -4.53092
H 2.90056 1.67349 -6.05818
H 2.67892 0.09751 -6.83843
H 1.26289 1.03984 -6.30117
H 1.93432 -1.93127 -5.23250
H 0.51958 -0.98783 -4.68478
H 1.73257 -1.53882 -3.51625
C -1.10967 9.56779 -0.55840
C -0.07023 8.47491 -0.64408
O 0.31408 8.05471 -1.71221
C 0.46866 7.92643 0.65477
H -1.40673 9.86529 -1.56212
H -1.98903 9.20578 -0.02304
H -0.69680 10.43502 -0.04132
H -0.34266 7.49024 1.24071
H 0.94930 8.72409 1.22407
H 1.19934 7.15724 0.44770
C 7.88975 5.13095 -4.98758
C 7.89574 5.36796 -3.49789
O 6.86969 5.38281 -2.85625
C 9.23632 5.58610 -2.84195
H 6.86560 4.99038 -5.32671
H 8.31736 5.99146 -5.50400
H 8.46684 4.23600 -5.22554
H 9.72112 6.46589 -3.26734
H 9.87055 4.71049 -2.98881
H 9.09498 5.74379 -1.77476
C -1.58529 -3.37382 -2.99264
C -2.12614 -2.16492 -3.71584
O -1.64509 -1.06264 -3.55414
C -3.28774 -2.38463 -4.64883
H -0.75121 -3.07778 -2.35786
H -2.36532 -3.81530 -2.36966
H -1.22952 -4.11211 -3.71201
H -4.13929 -2.78383 -4.09606
H -3.00451 -3.08102 -5.43938
H -3.57396 -1.43717 -5.10017
C 2.10716 -3.37453 -0.68132
C 2.40866 -3.74545 -2.11430
O 1.51750 -3.89142 -2.92004
C 3.85670 -3.92192 -2.49507
H 1.03691 -3.28674 -0.55880
H 2.47564 -4.14697 -0.00547
H 2.57474 -2.41802 -0.43732
H 4.30376 -4.72165 -1.90275
H 4.40291 -2.99189 -2.32796
H 3.92397 -4.18487 -3.54835
C -6.44153 -6.40498 0.58441
C -5.47247 -5.29570 0.89979
O -5.85000 -4.20870 1.28069
C -4.00601 -5.59222 0.72432
H -7.45808 -6.05642 0.75425
H -6.34046 -6.70325 -0.46025
H -6.24756 -7.26203 1.23163
H -3.79738 -5.85279 -0.31477
H -3.71297 -6.41500 1.37997
H -3.43234 -4.70798 0.98639
C -1.34121 -8.60082 2.99618
C -2.68885 -8.45347 3.65926
O -3.71141 -8.43679 3.01312
C -2.70537 -8.32893 5.16261
H -1.47507 -8.68074 1.91928
H -0.72164 -7.72852 3.21157
H -0.84414 -9.50210 3.35733
H -2.14386 -7.44521 5.47019
H -2.26611 -9.21859 5.61586
H -3.73305 -8.23049 5.50554
```

The value obtained for the gap between HOMO and LUMO is 8.43 eV. The total charge is +1. As for the HOMO energy: -10.6 eV. The LUMO energy is -2.18 eV.

Mulliken atomic charge list, values in e, 4 entries: 0.0443, -0.6545, -1.4780, 0.5857

2.
A structure of composition C29H23F12NO2PtS4Se. Source: the Open Molecules 2025 dataset; level of theory: wB97M-V/def2-TZVPD.

The geometry in XYZ format:
```
73
Properties=species:S:1:pos:R:3
Pt -2.14571 1.37963 0.29028
C 3.38077 4.33621 -3.46023
C 2.47344 3.60169 -2.51201
C 2.96817 2.77556 -1.50595
C 2.12034 2.11574 -0.65170
C 0.70350 2.20089 -0.74094
N -0.06323 1.45907 0.09757
C 0.46826 0.32290 0.69677
C 1.15066 -0.62572 -0.08068
C 1.64416 -1.79413 0.45321
C 1.47224 -2.07353 1.80583
C 1.95721 -3.36406 2.40713
C 0.78834 -1.14647 2.57720
C 0.26085 0.03753 2.06020
C -0.52962 1.03045 2.94405
O -1.65652 1.54977 2.40984
C 0.45078 2.17155 3.36584
F 0.73048 2.98780 2.35195
F 1.63803 1.70466 3.83100
F -0.05721 2.93415 4.35797
C -1.02454 0.34020 4.25743
F -0.03896 0.01841 5.14440
F -1.67394 -0.80546 3.98238
F -1.88147 1.10827 4.93697
C 0.20342 3.13437 -1.68820
C 1.10018 3.76336 -2.55330
C -1.28649 3.52243 -1.77805
O -2.05821 3.24228 -0.70652
C -1.91695 2.87291 -3.04880
F -2.07377 1.55402 -2.86531
F -1.18454 3.01618 -4.17756
F -3.13161 3.38148 -3.32649
C -1.43347 5.08134 -1.92555
F -0.59166 5.73212 -1.10813
F -1.19319 5.55246 -3.18286
F -2.66693 5.49629 -1.62330
H 4.27279 3.74882 -3.69167
H 3.72029 5.29263 -3.05100
H 2.87239 4.54979 -4.40186
H 4.04019 2.65157 -1.38200
H 2.54328 1.49734 0.12784
H 1.26004 -0.42224 -1.13847
H 2.13120 -2.51582 -0.19241
H 2.69251 -3.84332 1.75986
H 1.13386 -4.07095 2.54236
H 2.41819 -3.20249 3.38314
H 0.66048 -1.37592 3.62600
H 0.70106 4.42945 -3.30523
S -4.04317 3.22194 1.60923
S -5.46159 3.25870 0.32141
S -5.39959 1.34799 -0.75747
S -4.21385 0.18636 0.37998
C 1.17927 -6.30701 0.67310
C 0.40419 -5.12996 0.14483
C 0.52208 -4.71881 -1.17418
C -0.17716 -3.62115 -1.66432
C -0.00254 -3.19025 -3.09166
C -1.02177 -2.90570 -0.81146
Se -1.94289 -1.38512 -1.49968
C -1.13697 -3.28670 0.53201
C -1.97316 -2.51097 1.51081
C -0.43518 -4.39883 0.97602
H 1.76973 -6.77328 -0.11659
H 0.51653 -7.06950 1.08941
H 1.86541 -6.00507 1.46850
H 1.18257 -5.25974 -1.84589
H 0.64294 -3.88363 -3.63164
H 0.43552 -2.18977 -3.14272
H -0.96440 -3.12995 -3.60831
H -2.07690 -1.46564 1.21683
H -1.51050 -2.52514 2.49742
H -2.97946 -2.93000 1.59264
H -0.52821 -4.68195 2.02068
```

The value obtained for the gap between HOMO and LUMO (alpha / beta) is 5.61 / 4.56 eV. The total charge is -2. As for the HOMO energy (alpha / beta): -1.4 / -1.4 eV. The LUMO energy (alpha / beta) is 4.18 / 3.13 eV. The spin multiplicity is 5.

Mulliken atomic charge list, values in e, 4 entries: 2.3935, -1.7892, 0.4002, -1.1493

3.
A structure of composition C23H51N4O3P2SbV. Source: the Open Molecules 2025 dataset; level of theory: wB97M-V/def2-TZVPD.

The geometry in XYZ format:
```
85
Properties=species:S:1:pos:R:3
V 0.58602 0.00454 1.18724
C 2.97357 1.95004 2.55117
C 1.79518 1.03355 2.75924
C 1.99311 -0.33341 3.02327
C 3.39542 -0.82602 3.26758
C 0.88844 -1.20111 3.03083
C 1.05733 -2.70103 3.06792
C -0.45545 -0.64956 3.10276
C -1.59312 -1.63285 3.22100
C -0.62895 0.74912 3.15163
C -1.95380 1.38805 3.48056
C 0.46534 1.58435 2.83520
C 0.32061 3.07816 2.70075
H 3.29900 2.38822 3.49840
H 2.72654 2.77074 1.88174
H 3.82334 1.41960 2.13006
H 4.04941 -0.70569 2.40700
H 3.42348 -1.86623 3.57264
H 3.82629 -0.23242 4.07583
H 0.94264 -3.09268 4.08123
H 2.03453 -3.00145 2.70378
H 0.31007 -3.18780 2.44445
H -1.66482 -2.24146 2.31900
H -2.55358 -1.15215 3.36809
H -1.43295 -2.31088 4.05938
H -1.82081 2.03475 4.34919
H -2.72292 0.66623 3.72592
H -2.32462 2.02060 2.67287
H 0.56563 3.40165 1.68768
H 1.00981 3.59073 3.37237
H -0.68165 3.42303 2.93114
C -2.54217 2.55354 -2.81195
N -1.68898 2.43851 -1.62094
C -1.62127 3.67288 -0.82540
P -0.46747 1.37086 -1.62755
O 0.23824 1.41742 -0.29065
O -1.15959 -0.02976 -1.93277
P -1.57049 -1.28794 -0.98560
O -0.52978 -1.41097 0.09616
N -1.57512 -2.52611 -2.00700
C -2.10845 -2.44900 -3.37192
C -1.34495 -3.88856 -1.50406
N -3.05005 -1.00827 -0.40029
C -4.26272 -1.50786 -1.06099
C -3.28953 0.13895 0.47266
N 0.60783 1.50557 -2.84364
C 1.33265 2.79106 -2.86059
C 0.33483 0.99617 -4.19689
H -2.16978 3.32164 -3.49371
H -3.54903 2.82952 -2.50000
H -2.60304 1.60692 -3.34662
H -1.24025 4.50582 -1.42009
H -0.98596 3.53254 0.04332
H -2.62502 3.92529 -0.48296
H -2.33410 -1.42181 -3.64983
H -3.01947 -3.04141 -3.46351
H -1.36695 -2.84092 -4.06890
H -0.86299 -3.85951 -0.52999
H -0.68814 -4.41070 -2.19961
H -2.28521 -4.43725 -1.42386
H -4.08762 -2.48122 -1.50786
H -4.62426 -0.81476 -1.82494
H -5.03952 -1.62768 -0.30746
H -2.36325 0.48143 0.93429
H -3.97154 -0.14542 1.27420
H -3.71990 0.97436 -0.08525
H 1.59894 3.09882 -1.85089
H 0.74344 3.57635 -3.34216
H 2.25605 2.66242 -3.42304
H -0.19231 0.04682 -4.15488
H 1.28931 0.83207 -4.69665
H -0.24397 1.70908 -4.78970
C 3.86718 0.43905 -1.35345
Sb 2.56226 -0.94179 -0.40352
C 4.04461 -2.33734 0.21984
C 1.93157 -2.00597 -2.12628
H 4.80600 -0.06570 -1.57566
H 4.06076 1.30191 -0.71850
H 3.41047 0.77219 -2.28290
H 4.38377 -2.87136 -0.66790
H 3.65810 -3.05445 0.94078
H 4.89427 -1.81329 0.65395
H 2.79054 -2.10150 -2.78896
H 1.12638 -1.49253 -2.64942
H 1.59257 -2.99665 -1.82633
```

The value obtained for the gap between HOMO and LUMO (alpha / beta) is 8.20 / 7.65 eV. The total charge is +2. As for the HOMO energy (alpha / beta): -13.7 / -13.0 eV. The LUMO energy (alpha / beta) is -5.53 / -5.34 eV. The spin multiplicity is 2.

Mulliken atomic charge list, values in e, 4 entries: 0.7983, -2.2944, 0.9041, 0.8229